(1)
The following is a quantum chemistry calculation of a molecular structure, C4H4HoO2 in a non-equilibrium geometry, from the Open Molecules 2025 dataset.

Positions of all 11 atoms, in Å:
1 H 0.339 -0.594 -1.670
2 O -2.982 1.350 -0.219
3 C -2.104 0.748 0.113
4 C -0.981 0.004 0.567
5 C 0.240 -0.014 -0.309
6 C 0.963 -1.225 -0.623
7 H -1.179 -0.699 1.385
8 H 0.880 -1.987 0.163
9 H 1.985 -1.095 -0.978
10 O 0.593 0.910 0.552
11 Ho 2.246 2.602 1.020

As for the spin multiplicity: 6. The lowest unoccupied orbital energy (alpha / beta) comes out at -0.782 / -0.840 Ha. As for the HOMO energy (alpha / beta): -1.017 / -1.000 Ha. The energy relative to the best compared isomer or geometry (same formula, charge and spin) comes out at 716.3 kJ/mol. The calculation puts the HOMO-LUMO gap (alpha / beta) at 6.408 / 4.352 eV. Its total charge is +4.

Here are the Löwdin charges for atoms 1 to 8, given in e: H 0.393; O 0.571; C 0.183; C 0.242; C -0.334; C 0.328; H 0.228; H 0.204

---

(2)
The following is a quantum chemistry calculation of C4H4I2 in the gas phase in a non-equilibrium geometry, from the Open Molecules 2025 dataset.

Positions of all 10 atoms, in Å:
1 C -1.478 0.874 -0.939
2 C -1.699 1.835 -0.037
3 C -0.985 -0.312 -0.298
4 C 0.105 -0.374 0.687
5 I -0.892 2.794 1.615
6 I -2.271 -2.084 -0.243
7 H -2.052 1.066 -1.803
8 H 0.749 -1.205 0.689
9 H -0.420 -0.493 1.606
10 H 0.587 0.526 0.763

As for the spin multiplicity: 1. The lowest unoccupied orbital energy (alpha / beta) comes out at -0.021 / -0.015 Ha. As for the HOMO energy (alpha / beta): -0.282 / -0.301 Ha. The energy relative to the best compared isomer or geometry (same formula, charge and spin) comes out at 318.6 kJ/mol. The calculation puts the HOMO-LUMO gap (alpha / beta) at 7.111 / 7.782 eV.

Here are the Löwdin charges for atoms 1 to 8, given in e: C -0.353; C -0.531; C -0.666; C -0.228; I 0.841; I 0.746; H 0.077; H 0.069

---

(3)
The following is a quantum chemistry calculation of a molecular structure, C4H4I4N4 in a non-equilibrium geometry, from the Open Molecules 2025 dataset.

Positions of all 16 atoms, in Å:
1 C 1.170 1.244 1.422
2 C -0.338 -0.324 -0.181
3 C -0.481 -2.432 -0.700
4 C -0.107 1.078 0.305
5 N -1.728 -1.915 -0.733
6 N 0.422 -1.413 -0.406
7 N 0.050 1.903 -0.796
8 N -1.626 -0.664 -0.470
9 I 2.631 2.653 1.078
10 I -0.032 -4.422 -0.864
11 I 0.659 0.330 3.185
12 I 2.442 -1.667 -0.057
13 H -0.877 1.209 1.021
14 H -0.480 2.764 -0.837
15 H 0.698 1.638 -1.538
16 H -2.405 0.017 -0.430

As for the spin multiplicity: 1. The lowest unoccupied orbital energy comes out at -0.370 Ha. As for the HOMO energy: -0.589 Ha. The energy relative to the best compared isomer or geometry (same formula, charge and spin) comes out at 112.9 kJ/mol. The calculation puts the HOMO-LUMO gap at 5.964 eV. Its total charge is +2.

Here are the Löwdin charges for atoms 1 to 8, given in e: C -1.194; C -0.301; C -0.864; C -0.464; N 0.081; N -0.422; N 0.067; N 0.093

---

(4)
The following is a quantum chemistry calculation of C4H4IN in the gas phase in a non-equilibrium geometry, from the Open Molecules 2025 dataset.

Positions of all 10 atoms, in Å:
1 C -0.966 -1.202 0.080
2 C 0.197 -0.312 0.053
3 I 2.085 -1.185 0.011
4 C 0.066 1.048 -0.052
5 C 1.119 1.909 0.039
6 N 1.999 2.657 0.085
7 H -1.028 -1.566 -0.866
8 H -0.743 -2.012 0.668
9 H -1.816 -0.739 0.345
10 H -0.915 1.402 -0.363

As for the spin multiplicity: 1. The lowest unoccupied orbital energy comes out at 0.002 Ha. As for the HOMO energy: -0.345 Ha. The energy relative to the best compared isomer or geometry (same formula, charge and spin) comes out at 104.1 kJ/mol. The calculation puts the HOMO-LUMO gap at 9.453 eV. The SMILES is C/C(I)=C/C#N.

Here are the Löwdin charges for atoms 1 to 8, given in e: C -0.134; C -0.735; I 0.938; C -0.191; C -0.333; N 0.166; H 0.062; H 0.049

---

It is found that the energy values, taken in the order of the records, are -1250.9990, -750.0213, -1563.8605, -507.2133 Ha.